Record 1
{
  "formula": "C7H12O6",
  "method": "the ωB97M-V functional and the def2-TZVPD basis",
  "species": ["C", "C", "C", "C", "C", "C", "C", "H", "H", "H", "H", "H", "H", "H", "H", "H", "H", "H", "H", "O", "O", "O", "O", "O", "O"],
  "coordinates": [[-2.24537, -0.45363, -1.17481], [-1.03692, 0.30515, -1.58504], [-0.06484, -0.25518, -0.83330], [-0.43307, -0.74262, 1.39923], [0.32384, -1.14392, 2.57417], [2.43316, 0.08380, -0.43834], [2.49197, 1.29369, 0.59403], [-3.22363, 1.20379, 0.00332], [-3.00771, -0.56258, -2.11622], [-1.99810, -1.65906, -1.26614], [-1.03538, 0.15003, -2.61537], [-0.64365, 2.36269, -1.23186], [-0.33312, -1.34346, -0.75430], [-1.27671, -1.32253, 1.37514], [-0.16409, -1.75768, 3.31358], [1.24050, -0.33540, 2.71964], [2.97153, -0.88328, -0.28196], [1.67291, 2.24414, -0.05694], [3.23606, 1.48809, 1.78743], [-2.64172, 0.08056, 0.11157], [-1.47924, 1.75641, -1.35976], [-0.10935, 0.27149, 0.60090], [0.64169, -1.75150, 1.38361], [1.20600, 0.04201, -1.45297], [3.47523, 0.92901, -0.69563]],
  "relative_energy_ev": 12.321,
  "spin_multiplicity": 1,
  "orbital_gap_ev": 10.3039,
  "homo_ev": -10.035,
  "energy_ha": -724.91382
}

=====

Record 2
{
  "formula": "C7H12OSi",
  "method": "the ωB97M-V functional and the def2-TZVPD basis",
  "species": ["C", "C", "C", "C", "C", "C", "C", "O", "Si", "H", "H", "H", "H", "H", "H", "H", "H", "H", "H", "H", "H"],
  "coordinates": [[-0.57580, -2.44100, -1.48118], [2.32465, -0.19004, 1.57888], [-1.04067, 0.33942, 1.58574], [0.36051, -1.56429, -1.17714], [1.74116, -0.23507, 0.35706], [-0.71200, -0.73504, 0.82199], [0.34001, -0.54808, -0.08547], [0.06195, 1.07675, -1.16910], [-1.14095, 2.01559, -1.48428], [-0.39320, -3.16850, -2.26824], [-1.55703, -2.30937, -0.91800], [3.32616, -0.09814, 1.66678], [1.72234, -0.48092, 2.52594], [-1.86211, 0.46604, 2.19454], [-0.63702, 1.19274, 1.16482], [1.31988, -1.28336, -1.76465], [2.32546, 0.02587, -0.52019], [-1.12447, -1.73245, 0.88955], [-1.39631, 2.05406, -2.97091], [-0.62125, 3.40933, -0.92257], [-2.37874, 1.92285, -0.81015]],
  "relative_energy_ev": 5.239,
  "spin_multiplicity": 1,
  "orbital_gap_ev": 8.3217,
  "homo_ev": -9.246,
  "energy_ha": -638.47605
}

=====

Record 3
{
  "formula": "C7H12OSi2",
  "method": "the ωB97M-V functional and the def2-TZVPD basis",
  "species": ["C", "C", "C", "C", "C", "C", "C", "O", "Si", "Si", "H", "H", "H", "H", "H", "H", "H", "H", "H", "H", "H", "H"],
  "coordinates": [[-2.49165, 1.22694, -1.76731], [-2.71882, -0.04959, -1.29802], [-1.25723, 1.83384, -1.35633], [-1.86593, -0.64453, -0.43023], [-0.32384, 1.11708, -0.59595], [-0.61576, -0.13344, -0.07120], [1.07058, 1.62988, -0.54312], [-0.22825, -2.19379, 2.41426], [3.04288, -1.76577, 1.07867], [0.89963, -1.10528, 1.89063], [-3.24088, 1.74451, -2.26202], [-3.59812, -0.70365, -1.65494], [-1.12277, 2.88939, -1.57571], [-2.03335, -1.63219, -0.06945], [1.35928, 1.91990, -1.56540], [1.11445, 2.49494, 0.19415], [1.61645, 0.70782, -0.15398], [-1.16440, -2.26132, 2.12264], [3.64309, -2.63748, 2.08945], [3.40474, -2.25667, -0.32070], [3.55290, -0.36070, 1.06848], [0.95700, 0.18010, 2.80608]],
  "relative_energy_ev": 0.000,
  "spin_multiplicity": 1,
  "orbital_gap_ev": 8.6728,
  "homo_ev": -8.598,
  "energy_ha": -928.05380
}

=====

Record 4
{
  "formula": "C7H12Si",
  "method": "the ωB97M-V functional and the def2-TZVPD basis",
  "species": ["C", "C", "C", "C", "C", "Si", "C", "C", "H", "H", "H", "H", "H", "H", "H", "H", "H", "H", "H", "H"],
  "coordinates": [[2.67941, 0.09438, -0.12513], [1.23610, -0.20175, -0.17110], [0.13848, 0.47494, 0.11794], [0.06021, 1.89693, 0.63150], [-1.13998, -0.42912, -0.17888], [-2.97269, 0.14563, -0.04287], [-0.69382, -1.61439, -0.54352], [0.77570, -1.57646, -0.43322], [2.95087, 0.37394, 0.97598], [2.94787, 1.01608, -0.61653], [3.26572, -0.88245, -0.54005], [-0.64762, 2.63248, 0.13617], [1.04493, 2.22738, 0.67389], [-0.47586, 1.89434, 1.69969], [-3.05210, 1.43879, 0.81762], [-3.74220, -0.80264, 0.56187], [-3.40580, 0.29788, -1.49743], [-1.21774, -2.56075, -0.76018], [0.97574, -2.22244, 0.49187], [1.27277, -2.20278, -1.19762]],
  "relative_energy_ev": 1.887,
  "spin_multiplicity": 1,
  "orbital_gap_ev": 9.3300,
  "smiles": "CC1=C(C)C([SiH3])=CC1",
  "homo_ev": -8.392,
  "energy_ha": -563.31629
}

=====

Record 5
{
  "formula": "C7H13BCl3NO5P",
  "method": "the ωB97M-V functional and the def2-TZVPD basis",
  "species": ["C", "C", "B", "O", "C", "Cl", "C", "O", "O", "N", "C", "Cl", "C", "C", "Cl", "P", "O", "O", "H", "H", "H", "H", "H", "H", "H", "H", "H", "H", "H", "H", "H"],
  "coordinates": [[0.82444, -2.50817, 2.19701], [-0.74324, -2.25465, 1.93183], [-1.05611, -1.51000, 0.50719], [-1.35963, -2.33508, -0.63412], [-1.05650, 0.14277, 0.41415], [-0.05518, 0.78503, 1.81613], [-2.60876, 0.54968, 0.76111], [-3.60615, -0.15185, 0.38003], [-2.85696, 1.67834, 1.55375], [-0.69953, 0.66144, -0.93208], [0.68409, 1.18682, -1.03297], [0.85672, 1.78953, -2.79991], [1.85243, 0.07031, -0.86014], [3.20321, 0.92016, -0.49609], [2.21800, -0.77021, -2.45961], [-1.88745, 1.84865, -1.52690], [-2.34211, 1.56938, -3.16269], [-1.41310, 3.47672, -1.23241], [1.48433, -1.58586, 1.97108], [1.24824, -3.36240, 1.54708], [0.98842, -2.71800, 3.32085], [-1.22546, -1.61843, 2.76729], [-1.24594, -3.29606, 1.85159], [-0.97737, -3.22654, -0.46207], [0.88168, 2.14138, -0.41016], [1.69607, -0.63643, 0.01762], [3.08894, 2.00403, -0.82995], [4.13397, 0.41001, -0.95150], [3.34724, 0.81505, 0.64855], [-2.33914, 2.46946, -3.58125], [-1.03515, 3.45493, -0.31340]],
  "spin_multiplicity": 1,
  "orbital_gap_ev": 6.9587,
  "smiles": "CCB(O)[C@](Cl)(C(=O)[O-])N([C@H](Cl)[C@H](C)Cl)P(O)O",
  "homo_ev": -4.321,
  "energy_ha": -2452.30509,
  "charge": -1
}

=====

Record 6
{
  "formula": "C7H13BrClN",
  "method": "the ωB97M-V functional and the def2-TZVPD basis",
  "species": ["C", "C", "C", "C", "C", "C", "C", "N", "Cl", "Br", "H", "H", "H", "H", "H", "H", "H", "H", "H", "H", "H", "H", "H"],
  "coordinates": [[1.87692, 0.20232, -0.11566], [-2.19093, -1.14107, -1.28796], [-0.78709, 1.15566, -1.14161], [-1.33845, -0.15940, 0.93130], [2.71962, 0.83500, 2.04608], [0.29915, -1.07821, -0.81695], [-0.99059, -0.31757, -0.55111], [1.92936, 0.14792, 1.06488], [2.61535, 1.13044, -1.39404], [0.60656, -2.69750, 0.09162], [-1.74635, -2.09685, -1.50621], [-2.54962, -0.49682, -2.21297], [-3.12493, -1.43632, -0.60470], [-1.78839, 1.73616, -1.11020], [-0.13527, 1.83811, -0.59329], [-0.37769, 1.03421, -2.15040], [-0.54764, 0.28177, 1.53340], [-1.41313, -1.21536, 1.32096], [-2.23405, 0.42560, 1.21262], [1.98430, 1.44154, 2.68451], [3.51219, 1.45979, 1.65179], [3.08666, 0.11518, 2.84725], [0.59403, -1.16460, -1.89930]],
  "spin_multiplicity": 1,
  "orbital_gap_ev": 9.0202,
  "homo_ev": -8.391,
  "energy_ha": -3363.35722
}

=====

> What is the formula in the fourth record?

C7H12Si

=====

Please write out number 1 again, unchanged.
{
  "formula": "C7H12O6",
  "method": "the ωB97M-V functional and the def2-TZVPD basis",
  "species": ["C", "C", "C", "C", "C", "C", "C", "H", "H", "H", "H", "H", "H", "H", "H", "H", "H", "H", "H", "O", "O", "O", "O", "O", "O"],
  "coordinates": [[-2.24537, -0.45363, -1.17481], [-1.03692, 0.30515, -1.58504], [-0.06484, -0.25518, -0.83330], [-0.43307, -0.74262, 1.39923], [0.32384, -1.14392, 2.57417], [2.43316, 0.08380, -0.43834], [2.49197, 1.29369, 0.59403], [-3.22363, 1.20379, 0.00332], [-3.00771, -0.56258, -2.11622], [-1.99810, -1.65906, -1.26614], [-1.03538, 0.15003, -2.61537], [-0.64365, 2.36269, -1.23186], [-0.33312, -1.34346, -0.75430], [-1.27671, -1.32253, 1.37514], [-0.16409, -1.75768, 3.31358], [1.24050, -0.33540, 2.71964], [2.97153, -0.88328, -0.28196], [1.67291, 2.24414, -0.05694], [3.23606, 1.48809, 1.78743], [-2.64172, 0.08056, 0.11157], [-1.47924, 1.75641, -1.35976], [-0.10935, 0.27149, 0.60090], [0.64169, -1.75150, 1.38361], [1.20600, 0.04201, -1.45297], [3.47523, 0.92901, -0.69563]],
  "relative_energy_ev": 12.321,
  "spin_multiplicity": 1,
  "orbital_gap_ev": 10.3039,
  "homo_ev": -10.035,
  "energy_ha": -724.91382
}